No. 1
The following is a quantum chemistry calculation of a 12-piece molecular cluster, C42H107BN13O19 overall at a distorted geometry, from the OMol25 dataset.

```
! RIJCOSX wB97M-V def2-TZVPD def2/J DEFGRID3
* xyz -1 1
O 1.25755 0.50943 -3.64165
C 1.16642 0.11533 -2.46975
O 0.37813 0.65181 -1.56204
B 0.40906 -0.20561 -0.35823
O 1.59522 -1.04288 -0.53683
C 2.04911 -0.97752 -1.74740
O 2.99109 -1.59741 -2.24863
O -0.84106 -1.03841 -0.22292
C -1.63550 -0.62675 0.69342
O -2.78910 -0.93684 0.93711
C -0.83972 0.63307 1.34672
O 0.36993 0.62462 0.84669
O -1.19647 1.41916 2.27031
C 0.16648 -1.18266 4.69757
C 1.59397 -1.48459 4.25211
C 2.73002 -0.65251 4.87017
O 2.34085 0.72301 4.97362
C 2.22271 1.53363 3.81864
N 1.83087 -2.87466 4.36649
H 0.08345 -1.48942 5.74021
H -0.56808 -1.82268 4.20878
H -0.07301 -0.15174 4.43691
H 1.59770 -1.22959 3.19236
H 3.53466 -0.72767 4.13872
H 2.99183 -0.86620 5.90646
H 3.07348 1.20049 3.22425
H 2.46059 2.57872 4.01689
H 1.30507 1.38751 3.24884
H 1.35676 -3.44282 3.67911
H 2.68256 -3.06503 3.85808
C -6.31674 -3.89140 2.12946
C -4.94112 -3.66825 1.49657
C -3.69725 -4.35190 2.19242
O -3.89852 -4.24693 3.61896
C -2.74018 -4.26440 4.42808
N -4.85909 -3.91843 0.02990
H -6.69453 -4.90555 1.99944
H -7.08104 -3.21024 1.75534
H -6.20913 -3.69712 3.19659
H -4.75414 -2.59553 1.54554
H -2.78722 -3.84023 1.87914
H -3.66873 -5.42785 2.02030
H -3.05520 -4.05156 5.44961
H -2.03745 -3.50789 4.07884
H -2.19192 -5.19461 4.27899
H -5.65747 -3.64791 -0.52644
H -4.08884 -3.43884 -0.41374
C 6.11426 -0.98449 1.86114
C 5.89907 -2.11771 0.88543
C 4.58599 -2.95600 1.16760
O 4.28951 -3.11933 2.50924
C 5.10985 -4.11138 3.05835
N 5.64401 -1.51380 -0.39517
H 6.18036 -1.47574 2.83192
H 5.33595 -0.26567 2.11729
H 6.99194 -0.38085 1.63005
H 6.82531 -2.68848 0.95174
H 4.48509 -3.88340 0.60382
H 3.72054 -2.38099 0.83824
H 5.03278 -5.11873 2.64919
H 4.82279 -4.44737 4.05475
H 6.16410 -3.85080 3.15201
H 4.79670 -1.86809 -0.81547
H 5.32311 -0.55767 -0.44936
C -5.36361 5.98883 2.96769
C -3.91548 5.67423 2.80630
C -3.68437 4.14482 2.58342
O -4.36869 3.60914 1.45720
C -3.95618 2.39808 0.95823
N -3.45406 6.53309 1.75122
H -6.03586 5.50702 2.25772
H -5.56783 7.04492 3.14399
H -5.81167 5.52249 3.84510
H -3.38826 6.00759 3.70017
H -4.01719 3.51520 3.40859
H -2.64577 3.89034 2.37212
H -4.10722 1.57005 1.65082
H -2.97383 2.48336 0.49366
H -4.68702 2.17832 0.17997
H -3.29667 7.38194 2.27541
H -2.54966 6.31050 1.36055
C 1.90616 -8.31435 2.29577
C 1.91213 -6.89901 2.75005
C 1.07189 -5.99583 1.88027
O 1.14431 -4.62188 2.30050
C 0.38999 -3.71893 1.53553
N 1.38870 -6.93259 4.15908
H 2.40357 -8.16213 1.33791
H 0.90038 -8.72105 2.19047
H 2.47462 -8.99994 2.92419
H 2.91332 -6.47397 2.82113
H 0.06502 -6.40317 1.78871
H 1.46865 -6.05134 0.86657
H 0.79531 -3.71410 0.52369
H 0.50969 -2.68429 1.85691
H -0.67264 -3.95208 1.60300
H 1.19122 -6.01532 4.53285
H 0.53288 -7.46345 4.23562
C -1.15493 3.39579 -1.39226
C -1.53535 3.23701 -2.88588
C -2.83505 2.30064 -2.99518
O -4.01559 2.78509 -2.31034
C -5.26797 2.13504 -2.54574
N -1.73206 4.52367 -3.59516
H -1.07911 2.44534 -0.86405
H -1.98615 3.83774 -0.84284
H -0.26808 4.00876 -1.23145
H -0.68960 2.79989 -3.41666
H -2.57776 1.32307 -2.58744
H -3.07490 2.25924 -4.05765
H -5.54327 2.62498 -3.47970
H -6.08855 2.35691 -1.86346
H -5.17762 1.05497 -2.66135
H -2.03689 4.51182 -4.55798
H -2.53719 4.97425 -3.18424
C -5.13952 -0.47284 8.17543
C -4.31184 -1.48928 7.32408
C -3.19094 -0.86400 6.46934
O -3.75034 -0.08049 5.44962
C -4.15899 -0.79242 4.26055
N -3.72734 -2.53871 8.28851
H -4.43711 0.07854 8.80051
H -5.85870 -0.97421 8.82312
H -5.64921 0.17990 7.46673
H -4.95828 -2.11396 6.70764
H -2.59709 -1.68609 6.06983
H -2.50696 -0.30957 7.11191
H -3.39371 -1.39382 3.76986
H -4.41515 -0.01377 3.54209
H -5.05836 -1.38710 4.42048
H -4.47043 -2.89455 8.87272
H -3.32084 -3.23844 7.68416
C 4.86442 5.67098 -5.06407
C 4.58433 6.21891 -3.64652
C 4.03403 5.18989 -2.65257
O 2.96929 4.58308 -3.34485
C 2.56052 3.47510 -2.50394
N 5.88817 6.72477 -3.13533
H 5.43291 6.33234 -5.71791
H 3.90485 5.37338 -5.48689
H 5.47559 4.76961 -5.01827
H 3.82049 6.97762 -3.81676
H 3.67980 5.65742 -1.73385
H 4.74448 4.41225 -2.37212
H 3.36986 2.74499 -2.50185
H 1.70866 3.01550 -3.00511
H 2.23577 3.75589 -1.50204
H 6.38259 5.92147 -2.77429
H 6.42939 6.93362 -3.96211
C 1.84490 1.70193 -6.98538
C 0.96495 2.99289 -7.25897
C 0.84759 3.31763 -8.79234
O 2.03347 3.85424 -9.35868
C 2.75488 4.89159 -8.71909
N -0.37580 2.70204 -6.64045
H 1.79004 1.53760 -5.90923
H 2.85075 1.95392 -7.32135
H 1.48858 0.75490 -7.39068
H 1.50549 3.77473 -6.72543
H -0.01640 3.94181 -9.02043
H 0.60235 2.38408 -9.29874
H 2.12315 5.70719 -8.36719
H 3.48878 5.26524 -9.43315
H 3.38606 4.42220 -7.96452
H -0.28501 2.67167 -5.63500
H -0.62024 1.74981 -6.87198
C -1.67765 -0.31814 -6.34841
O -1.08625 0.09057 -7.30236
N -2.97760 -0.09346 -6.15326
N -1.22481 -0.96836 -5.30207
H -3.40478 0.39374 -6.92802
H -3.43299 -0.50976 -5.35364
H -1.87161 -1.39181 -4.65211
H -0.28688 -1.32882 -5.19977
C 5.00989 -2.59640 -5.42246
O 5.50973 -3.11797 -6.40460
N 3.91823 -1.89913 -5.43795
N 5.52000 -2.69521 -4.28040
H 3.61935 -1.50575 -4.55704
H 3.31503 -1.86824 -6.24745
H 6.46853 -3.04116 -4.30736
H 5.21879 -2.13288 -3.49735
*
```

Properties
Orbital gap: 8.38 eV
Lowest unoccupied orbital energy: 1.60 eV

=====

No. 2
The following is a quantum chemistry calculation of C47H55BrMoN8OP2S as an isolated structure at a distorted geometry, from the OMol25 dataset.

```
! RIJCOSX wB97M-V def2-TZVPD def2/J DEFGRID3
* xyz 2 3
Mo -0.33229 -0.84171 0.09640
C 2.89429 -1.55256 -2.84546
C 2.19352 -0.21193 -2.61234
C 2.86182 0.92307 -3.38772
P 1.90565 0.09765 -0.82671
C 3.47641 -0.01536 0.14388
C 3.76792 -1.42684 0.64697
C 4.70661 0.55645 -0.56829
C 1.40015 1.82808 -0.67542
C 2.21765 2.91532 -0.38088
C 1.66938 4.18089 -0.25201
C 0.29905 4.35688 -0.40976
C -0.52205 3.27662 -0.67581
C 0.02364 2.00202 -0.80676
N -0.78521 0.84978 -0.99184
C -1.69348 0.88906 -2.07237
C -1.58081 1.77388 -3.14893
C -2.50549 1.73715 -4.17949
C -3.55172 0.82236 -4.17863
C -3.65692 -0.07510 -3.12996
C -2.72802 -0.05113 -2.09637
P -2.76691 -1.08768 -0.64590
C -4.04552 -0.28815 0.43802
C -5.45912 -0.34051 -0.14191
C -3.64556 1.16511 0.70793
C -3.50646 -2.72785 -1.04476
C -3.11503 -3.38442 -2.36827
C -3.33689 -3.68293 0.13852
H 2.74232 -1.86972 -3.87872
H 3.96928 -1.47282 -2.68771
H 2.52042 -2.34128 -2.19166
H 1.16209 -0.28978 -2.96839
H 3.92216 1.01369 -3.15695
H 2.77768 0.71359 -4.45594
H 2.38258 1.88302 -3.19758
H 3.26181 0.61944 1.00766
H 3.96831 -2.11381 -0.17762
H 4.65718 -1.41089 1.28013
H 2.94048 -1.81333 1.23546
H 5.03980 -0.09793 -1.37208
H 4.54592 1.54700 -0.98775
H 5.52491 0.62712 0.15030
H 3.28452 2.78843 -0.25555
H 2.30602 5.02732 -0.03370
H -0.13228 5.34410 -0.30692
H -1.59326 3.40740 -0.76020
H -0.76883 2.48512 -3.18908
H -2.40453 2.43398 -5.00161
H -4.26525 0.80312 -4.99054
H -4.45459 -0.80776 -3.12879
H -4.03656 -0.84122 1.38026
H -5.50485 0.11190 -1.13351
H -5.87223 -1.34704 -0.18833
H -6.11379 0.24147 0.50829
H -3.75956 1.76229 -0.19976
H -4.30783 1.58359 1.46758
H -2.61860 1.26224 1.05951
H -4.56563 -2.46960 -1.12328
H -2.25268 -4.03391 -2.24579
H -3.93974 -4.01456 -2.70349
H -2.90104 -2.66300 -3.15616
H -2.28115 -3.91943 0.28957
H -3.72465 -3.26566 1.06773
H -3.86844 -4.61401 -0.06132
C 0.38602 -4.39026 -1.75349
C 0.01260 -2.98375 -2.15952
N -0.20445 -2.13947 -1.24390
N 0.50240 -2.38458 1.44997
C -0.34126 -2.43979 2.43877
N -0.26124 -3.22188 3.52264
S -1.65579 -1.32999 2.21339
C -0.10602 -2.67779 -3.61430
C 0.13044 -3.66807 -4.56068
C -0.01492 -3.35310 -5.90458
C -0.38545 -2.06786 -6.24979
C -0.59646 -1.14439 -5.23036
N -0.46804 -1.43624 -3.94364
H 0.37569 -4.47412 -0.66958
H -0.31082 -5.11995 -2.16958
H 1.38207 -4.64179 -2.12286
H 1.27268 -3.04008 1.42854
H 0.46646 -3.91246 3.60980
H -1.04138 -3.27937 4.15519
H 0.42195 -4.66594 -4.26935
H 0.16082 -4.10315 -6.66365
H -0.51202 -1.77626 -7.28279
H -0.88455 -0.12561 -5.46011
Br 2.56741 -1.50116 10.31014
C 2.59123 0.00934 9.19267
C 3.70011 0.84696 9.19629
C 3.70125 1.96702 8.38875
C 2.61999 2.21002 7.54212
C 1.49332 1.38172 7.56528
C 1.48078 0.28281 8.39780
N 2.69774 3.37330 6.75809
N 2.05017 3.52463 5.72744
C 1.59652 2.64049 4.81080
C 2.34724 1.49378 4.46118
C 1.98330 0.71136 3.40524
C 0.84678 1.02218 2.60167
O 0.60733 0.35762 1.55912
C 0.01853 2.16204 2.99127
N -1.10495 2.36793 2.29257
C -1.84346 3.41020 2.60567
C -1.50801 4.32253 3.61577
C -0.36756 4.10954 4.34536
C 0.42395 2.98942 4.04798
H 4.54006 0.63207 9.84113
H 4.53273 2.65879 8.39064
H 0.62061 1.61683 6.97054
H 0.61074 -0.35563 8.45300
H 3.23541 1.25921 5.03409
H 2.56504 -0.15763 3.13062
H -2.75223 3.55003 2.02968
H -2.14760 5.17185 3.81060
H -0.07023 4.78654 5.13546
*
```

Properties
<S²>: 2.10
Orbital gap (alpha / beta): 6.19 / 5.08 eV
Lowest unoccupied orbital energy (alpha / beta): -5.71 / -6.87 eV

=====

No. 3
The following is a quantum chemistry calculation of C5H8CrO4 as an isolated structure at a distorted geometry, from the OMol25 dataset.

```
! RIJCOSX wB97M-V def2-TZVPD def2/J DEFGRID3
* xyz 0 5
H 1.68577 1.01561 -2.18727
Cr -0.44919 1.10867 0.14514
O 2.44262 -0.85352 -2.19034
O 1.17080 -0.10800 -0.49520
C 2.05174 -0.31182 0.64523
C 1.44127 0.30983 1.89356
O 0.77703 1.47181 1.51566
C 1.78427 0.02684 -1.70609
H 2.26121 -1.38431 0.70692
H 3.01336 0.19570 0.49480
H 2.28371 0.53624 2.57449
H 0.86053 -0.44587 2.45572
C -3.24475 -0.93835 -0.84614
C -3.21369 0.34670 -0.43977
O -2.16865 1.14654 -0.39493
H -4.19715 -1.46827 -0.88690
H -4.15622 0.80363 -0.09332
H -2.34269 -1.45143 -1.19157
*
```

Properties
<S²>: 6.02
Orbital gap (alpha / beta): 8.07 / 8.12 eV
Lowest unoccupied orbital energy (alpha / beta): 0.22 / -0.34 eV